C18H25N3O5S | ωB97M-V/def2-TZVPD

Cartesian coordinates (Å):
C 1.401 1.097 -3.016
C 0.864 0.077 -4.008
O -0.524 -0.080 -3.788
C -1.220 -0.769 -4.803
C -1.012 -2.289 -4.800
C -1.658 -2.965 -3.587
N -1.235 -2.327 -2.349
C -2.080 -1.459 -1.721
S -3.655 -1.220 -2.139
N -1.596 -0.780 -0.647
C -0.310 -0.872 -0.189
C 0.146 -0.100 0.879
C 1.460 -0.223 1.301
C 2.329 -1.106 0.657
C 1.875 -1.884 -0.385
C 0.554 -1.778 -0.815
C 0.079 -2.564 -1.959
O 0.763 -3.370 -2.553
H 2.523 -2.579 -0.897
H 3.353 -1.161 0.990
C 1.990 0.639 2.405
O 3.069 1.188 2.342
N 1.176 0.715 3.486
H 0.285 0.246 3.468
C 1.411 1.658 4.548
H 2.305 2.218 4.264
H 1.579 1.149 5.503
C 0.213 2.612 4.701
O 0.370 3.543 5.731
C 1.476 4.423 5.596
H 2.398 3.954 5.951
H 1.601 4.738 4.558
H 1.249 5.287 6.218
O -0.003 3.204 3.450
C -1.200 3.949 3.365
H -1.219 4.379 2.366
H -2.072 3.299 3.509
H -1.227 4.745 4.113
H -0.683 2.039 5.007
H -0.518 0.618 1.339
H -2.235 -0.117 -0.228
H -2.745 -2.897 -3.641
H -1.352 -4.013 -3.545
H 0.055 -2.515 -4.812
H -1.459 -2.705 -5.703
H -0.930 -0.369 -5.787
H -2.275 -0.539 -4.630
H 1.391 -0.880 -3.882
H 1.034 0.427 -5.038
H 0.868 2.038 -3.129
H 2.460 1.262 -3.193
H 1.267 0.743 -1.997

Output
Molar mass ... 395.48 g mol⁻¹
HOMO level ... -8.4642 eV
E_tot ... -44615.7103 eV

Just the Löwdin charges please, in e? Sure, here they are: atom 1 (C): -0.0500, atom 2 (C): -0.2668, atom 3 (O): -0.1663, atom 4 (C): -0.2122, atom 5 (C): -0.1286, atom 6 (C): -0.1609, atom 7 (N): 0.0011, atom 8 (C): -0.7766, atom 9 (S): 0.6968, atom 10 (N): 0.0933, atom 11 (C): -0.1733, atom 12 (C): 0.0466, atom 13 (C): -0.1189, atom 14 (C): 0.0003, atom 15 (C): 0.0178, atom 16 (C): -0.0679, atom 17 (C): -0.3672, atom 18 (O): 0.0980, atom 19 (H): 0.1258, atom 20 (H): 0.1219, atom 21 (C): -0.4498, atom 22 (O): 0.0897, atom 23 (N): 0.0823, atom 24 (H): 0.1401, atom 25 (C): -0.0896, atom 26 (H): 0.1247, atom 27 (H): 0.1390, atom 28 (C): -0.4126, atom 29 (O): -0.1228, atom 30 (C): -0.0763, atom 31 (H): 0.0901, atom 32 (H): 0.0975, atom 33 (H): 0.0926, atom 34 (O): -0.1349, atom 35 (C): -0.0758, atom 36 (H): 0.0929, atom 37 (H): 0.0930, atom 38 (H): 0.0917, atom 39 (H): 0.1632, atom 40 (H): 0.1235, atom 41 (H): 0.1347, atom 42 (H): 0.0643, atom 43 (H): 0.1298, atom 44 (H): 0.1040, atom 45 (H): 0.1200, atom 46 (H): 0.1217, atom 47 (H): 0.1022, atom 48 (H): 0.1144, atom 49 (H): 0.1217, atom 50 (H): 0.0794, atom 51 (H): 0.0791, atom 52 (H): 0.0572